{
  "formula": "C21H72N14O15",
  "method": "wB97M-V/def2-TZVPD",
  "species": ["C", "C", "O", "H", "H", "H", "H", "H", "H", "C", "C", "O", "H", "H", "H", "H", "H", "H", "C", "C", "O", "H", "H", "H", "H", "H", "H", "C", "C", "O", "H", "H", "H", "H", "H", "H", "C", "C", "O", "H", "H", "H", "H", "H", "H", "C", "C", "O", "H", "H", "H", "H", "H", "H", "C", "O", "N", "N", "H", "H", "H", "H", "C", "O", "N", "N", "H", "H", "H", "H", "C", "O", "N", "N", "H", "H", "H", "H", "C", "O", "N", "N", "H", "H", "H", "H", "C", "O", "N", "N", "H", "H", "H", "H", "C", "O", "N", "N", "H", "H", "H", "H", "C", "O", "N", "N", "H", "H", "H", "H", "C", "O", "H", "H", "H", "H", "C", "O", "H", "H", "H", "H"],
  "xyz": [[0.82482, -3.56443, -0.85716], [1.93082, -3.78743, 0.21584], [1.38082, -3.97743, 1.51384], [0.27882, -2.66143, -0.57916], [0.08282, -4.40843, -0.93716], [1.36482, -3.39743, -1.81316], [2.67182, -3.00643, 0.31884], [2.44582, -4.61743, -0.15816], [2.02182, -3.76143, 2.23684], [-0.99518, 5.47057, 0.18784], [-0.55418, 4.51757, 1.31284], [-1.00618, 3.18357, 1.09784], [-1.99818, 5.20557, -0.05116], [-0.35518, 5.49457, -0.60416], [-1.14918, 6.42157, 0.53384], [-1.10018, 4.96557, 2.16284], [0.46782, 4.54257, 1.48684], [-0.36118, 2.56057, 1.47084], [2.76482, -0.36943, -2.55716], [3.96082, -1.25043, -2.91116], [3.80882, -2.60543, -2.72516], [2.94182, 0.74657, -2.69716], [2.24182, -0.53743, -1.56116], [2.03282, -0.54043, -3.31516], [4.73582, -1.00143, -2.17816], [4.42482, -1.01843, -3.85616], [4.62282, -2.91443, -2.34116], [1.07282, 2.70257, 3.85284], [1.77382, 3.47557, 4.96584], [1.82982, 4.84557, 4.59484], [0.95082, 1.68157, 4.13484], [1.56982, 2.66257, 2.90084], [0.03382, 2.93557, 3.72384], [2.84182, 3.23557, 4.98584], [1.37382, 3.45657, 5.96184], [2.10182, 5.34557, 5.34884], [2.32982, -1.81043, 3.45484], [1.73182, -2.62443, 4.56084], [0.82382, -1.94443, 5.42584], [3.28182, -2.23843, 3.05684], [2.47482, -0.83443, 3.94884], [1.57182, -1.73443, 2.64684], [2.54082, -2.85543, 5.19184], [1.24082, -3.49243, 4.23684], [0.81682, -2.32043, 6.32884], [4.88882, 0.50957, 0.07184], [3.97382, 0.05757, 1.17184], [3.06182, 1.07357, 1.34684], [5.43682, 1.34457, 0.35584], [4.36882, 0.68057, -0.83616], [5.64882, -0.19343, -0.06216], [4.43982, -0.08243, 2.09284], [3.55982, -0.88843, 0.76684], [3.57682, 1.86457, 1.34084], [-1.77218, 0.04157, 3.58684], [-1.86918, 1.25657, 4.20984], [-0.75218, -0.68643, 3.46684], [-2.76818, -0.31443, 2.76884], [-0.08718, -0.86843, 4.20984], [-0.75818, -1.51243, 2.83984], [-3.69618, 0.20557, 3.02784], [-3.03718, -1.23243, 2.36084], [-1.62218, -2.04243, -2.65716], [-2.49218, -1.48243, -1.66216], [-0.49518, -1.52443, -3.06716], [-1.88418, -3.17843, -3.25816], [-0.10218, -0.75143, -2.56016], [0.24082, -2.16143, -3.52816], [-2.56318, -3.71943, -2.77116], [-1.16818, -3.72743, -3.69516], [-0.21718, 0.15957, 0.18384], [0.17882, 0.27157, -1.14916], [0.42582, 0.24857, 1.28084], [-1.44018, -0.29743, 0.47684], [1.46882, 0.48857, 1.28884], [0.02482, -0.00343, 2.25884], [-2.06918, -0.33243, -0.34616], [-1.82618, -0.20143, 1.39584], [-1.89818, -3.43143, 1.79784], [-3.22018, -2.97143, 1.93484], [-1.58918, -4.63043, 1.95684], [-0.93218, -2.68743, 1.68484], [-2.38518, -5.33143, 1.98584], [-0.69518, -5.02443, 1.60784], [-1.05818, -1.73543, 1.14484], [-0.07718, -3.22343, 1.45184], [-2.48818, 1.85957, -1.74316], [-3.50318, 1.50157, -0.82016], [-1.57118, 2.72957, -1.52316], [-2.39318, 1.42057, -2.88916], [-1.47018, 3.08957, -0.54016], [-0.86818, 2.93857, -2.25916], [-3.15118, 0.82957, -3.05716], [-1.49818, 1.24957, -3.37916], [-4.35318, -0.58743, -4.58016], [-5.29318, 0.05257, -5.43916], [-4.47718, -0.43843, -3.30116], [-3.55418, -1.47943, -4.95616], [-5.23618, 0.20357, -3.08116], [-3.82518, -0.84943, -2.57516], [-3.16418, -1.30343, -5.91116], [-2.93418, -2.10243, -4.44016], [-0.05618, 1.40157, -4.93316], [0.01982, 2.31557, -6.03516], [0.38082, 1.79257, -3.78916], [-0.63218, 0.27857, -4.97316], [0.84782, 2.69457, -3.74616], [0.19782, 1.31057, -2.92616], [-1.23318, 0.00957, -5.80616], [-0.59618, -0.46043, -4.15816], [2.41982, 3.29657, -0.89216], [2.72582, 3.64457, -2.19616], [1.78682, 2.40357, -0.89116], [1.91182, 4.08157, -0.29416], [3.31782, 3.02057, -0.32116], [3.43582, 4.19957, -2.05816], [-5.18218, -0.93343, 0.45684], [-5.78818, 0.39657, 0.49484], [-5.66218, -1.58043, 1.20084], [-4.19518, -0.83243, 0.72584], [-5.27118, -1.31943, -0.51916], [-5.31118, 1.02457, -0.03416]],
  "forces_ev_per_a": [[0.36, 0.41, 0.68], [-0.80, 0.60, -0.54], [0.73, -0.78, 0.80], [-0.13, 0.05, -0.46], [0.97, 0.62, 0.17], [-0.43, -0.18, 0.51], [-0.09, 0.69, -0.62], [1.04, -1.74, 0.09], [-0.74, -0.35, -1.23], [-0.78, -2.54, 1.75], [-2.76, 1.35, 0.16], [0.52, 0.05, 0.20], [-0.74, -0.61, -0.83], [1.50, -0.10, -2.52], [0.25, 2.56, 1.22], [0.53, -0.69, 0.30], [1.99, 0.11, 0.42], [-0.38, 0.24, -0.06], [-0.36, 0.51, 0.16], [1.56, 2.39, 2.00], [-1.45, -1.92, -0.17], [0.27, -1.38, 0.39], [1.03, 0.08, -1.14], [-0.93, -0.22, -0.59], [0.21, 0.63, -0.14], [-0.36, 0.17, -0.77], [0.19, -0.43, 0.03], [-0.33, -0.28, 1.13], [1.25, 0.73, -1.45], [-0.76, 0.58, -1.14], [0.29, -1.08, 0.51], [0.56, 0.53, -0.34], [-0.52, 0.82, -0.06], [-0.08, -1.01, 0.37], [-0.63, -0.87, 0.34], [0.24, 0.53, 0.63], [-1.09, 0.83, -0.27], [0.49, 0.03, 1.47], [-0.34, 0.76, 0.11], [-0.70, 0.35, 0.48], [0.39, -0.03, -0.80], [0.81, 0.40, 0.20], [1.24, -1.02, 0.71], [-0.53, -1.54, -0.68], [0.15, 0.20, -0.97], [-0.02, -0.88, 0.67], [0.45, -0.66, -2.48], [-1.98, 0.00, 0.49], [0.78, 2.08, 0.54], [-0.53, 0.19, -0.71], [1.20, -1.50, -0.60], [1.23, -0.84, 1.47], [-0.64, 0.52, 0.76], [0.13, 1.09, 0.10], [-5.34, 8.65, 2.69], [1.02, -5.94, -2.09], [5.96, -3.95, 0.64], [-5.36, 1.57, 0.88], [-0.28, 0.77, 0.47], [-0.71, 0.27, 0.98], [2.56, -0.82, -1.03], [0.75, -0.51, 0.80], [-3.76, 2.83, 6.02], [4.54, -3.44, -5.95], [3.28, -0.94, -0.88], [-1.47, -2.27, 0.10], [0.25, 0.53, 1.52], [-1.72, 1.40, 1.04], [-0.76, -0.47, 0.10], [0.28, 0.08, -0.19], [-1.43, -1.03, -5.82], [-0.68, -0.03, 5.56], [6.18, 1.60, 2.98], [-0.92, -0.16, -3.58], [-2.06, -0.08, -0.22], [0.45, 0.67, -1.87], [0.01, 0.03, 0.93], [-0.76, 1.06, 0.09], [-12.53, 2.96, 1.56], [5.69, -2.09, -0.81], [-0.68, -9.65, 0.14], [6.68, 6.36, -3.11], [1.47, 1.41, 0.09], [-0.95, 0.61, 0.61], [-0.16, -1.80, 0.27], [-0.28, 1.19, 0.58], [-4.92, 0.70, 8.56], [4.50, 1.50, -4.23], [2.86, 3.64, 3.18], [0.32, -3.88, -6.85], [0.22, -0.61, -1.43], [-1.18, -0.08, 1.15], [-0.92, -1.21, -1.24], [-1.86, 0.71, 0.68], [-8.82, 5.18, -3.04], [5.29, -2.83, 3.79], [-0.92, 0.81, 3.16], [5.83, -3.70, -5.42], [0.35, -0.36, 0.52], [-1.12, 0.55, -0.84], [-1.08, -0.60, 0.98], [-0.98, 0.72, 0.23], [0.93, 7.89, -8.15], [-0.29, -4.86, 5.30], [2.18, 1.96, 2.96], [-3.30, -6.34, -1.24], [-0.04, -0.39, -0.07], [0.44, -0.18, 0.49], [1.47, 0.91, 1.47], [-0.33, 2.17, -2.52], [-0.85, -0.93, 1.86], [-1.79, -1.27, -0.71], [-0.08, 0.13, -0.03], [0.09, -0.14, -0.51], [0.04, 0.08, -0.20], [2.44, 2.15, -0.56], [-2.19, 2.06, 0.56], [-0.95, -1.63, 1.04], [-0.17, 0.30, -0.30], [2.37, -0.02, 0.34], [-0.07, -0.83, -1.17], [1.03, 0.16, -0.58]],
  "relative_energy_ev": 6.337,
  "lumo_energy_ev": -0.7,
  "homo_energy_ev": -8.21,
  "gap_ha": 0.2775,
  "energy_ev": -74509.997
}

***

{
  "formula": "C4H6N2OS",
  "method": "wB97M-V/def2-TZVPD",
  "species": ["C", "C", "C", "C", "N", "N", "O", "S", "H", "H", "H", "H", "H", "H"],
  "xyz": [[0.81418, -0.13841, -0.22014], [-0.47183, -0.13445, -0.04245], [1.54640, 1.10571, -0.67978], [-1.77943, 0.48734, -0.10659], [1.64106, -1.18390, 0.02977], [-0.46288, -1.74755, 0.96762], [-1.44899, -2.05667, 1.58432], [1.02819, -2.30148, 0.89937], [2.21401, 1.44507, 0.12866], [2.32497, 0.83210, -1.39448], [0.80141, 1.82432, -0.77276], [-1.70696, 1.64505, -0.00686], [-2.16650, 0.23394, -1.04881], [-2.33362, -0.01108, 0.66213]],
  "forces_ev_per_a": [[3.13, 1.37, -1.12], [-0.54, -3.96, 2.99], [1.57, -1.81, 1.44], [1.46, 1.85, 0.42], [1.40, 0.73, -0.40], [-1.71, 3.82, -2.12], [-1.12, -0.97, 0.87], [0.07, -1.14, 0.38], [-0.53, -0.17, 0.30], [-0.83, 0.49, -0.93], [-0.69, 1.78, -1.36], [-0.30, -2.05, 0.12], [-1.07, -0.05, -1.29], [-0.82, 0.11, 0.70]],
  "relative_energy_ev": 6.366,
  "lumo_energy_ev": [0.0, 0.0],
  "homo_energy_ev": [-7.99, -7.99],
  "gap_ha": [0.2947, 0.2946],
  "energy_ev": -20102.975
}